{"formula": "C5H14N2O", "method": "ωB97M-V/def2-TZVPD", "charge": 0, "e_lumo_ev": 0.9, "relative_energy_kcal_mol": 105.43, "homo_ev": -7.454, "elements": ["C", "C", "N", "O", "H", "H", "H", "H", "H", "H", "H", "C", "N", "C", "C", "H", "H", "H", "H", "H", "H", "H"], "xyz": [[-2.172, 0.766, 0.128], [-2.910, 0.291, 1.332], [-2.540, 0.257, -1.009], [-0.103, -1.177, 0.106], [-0.209, -0.852, 1.010], [-0.636, 1.240, -0.190], [-1.937, 0.461, -1.801], [-3.202, -0.514, -1.107], [-3.500, -0.620, 1.169], [-2.209, 0.099, 2.143], [-3.584, 1.086, 1.660], [2.300, -0.914, 0.034], [3.394, -0.415, -0.790], [0.955, -0.394, -0.497], [0.730, 1.088, -0.285], [4.281, -0.777, -0.458], [3.427, 0.598, -0.738], [2.383, -0.632, 1.099], [2.304, -2.007, -0.026], [0.900, -0.641, -1.564], [1.359, 1.672, -0.955], [0.968, 1.385, 0.739]]}